No. 1
The following is a DFT calculation (wB97M-V/def2-TZVPD) of a single C19H32N4O molecule.

Structure (XYZ):
```
56
Properties=species:S:1:pos:R:3:forces:R:3
C -1.45643 -1.39924 -0.59202 0.0 0.1 0.0
N -1.88025 -0.03569 -0.35490 0.2 0.0 0.0
C -1.01810 0.64193 0.59698 -0.1 0.3 -0.2
H -1.28646 0.42338 1.64494 0.1 0.0 0.0
C -1.01002 2.15953 0.37336 0.2 -0.1 0.3
C 0.24060 2.81069 0.95850 -0.2 0.3 0.1
N 1.39949 2.48764 0.16109 -0.4 -0.4 0.0
C 2.41839 3.32474 -0.04983 0.4 -0.4 -0.3
O 2.50054 4.46085 0.36667 0.1 0.4 0.1
C 3.51299 2.71089 -0.95331 -0.3 0.6 -0.1
N 3.80592 1.34199 -0.63974 0.4 -0.5 0.1
C 4.96887 0.82577 -0.19036 -0.1 -0.3 0.0
C 4.76908 -0.52541 -0.00681 0.0 0.2 -0.1
C 3.42969 -0.73775 -0.37436 0.3 0.4 0.0
N 2.86387 0.39811 -0.75375 -0.4 -0.3 -0.4
C 2.74886 -2.05951 -0.31588 -0.1 -0.1 -0.1
C 3.80594 -3.16207 -0.22181 -0.1 0.0 0.2
C 4.84337 -2.83139 0.85225 0.2 -0.1 -0.2
H 4.32896 -2.61984 1.79254 0.0 0.0 0.1
C 5.67925 -1.61505 0.44567 0.1 0.0 0.1
H 6.35321 -1.89012 -0.37274 0.0 -0.1 0.1
H 6.29816 -1.27724 1.28027 0.0 -0.1 0.0
H 5.49904 -3.68913 1.01307 0.0 0.0 0.1
H 4.30998 -3.26390 -1.18552 0.0 -0.1 -0.1
H 3.32229 -4.11347 0.00697 0.0 0.0 -0.1
H 2.10010 -2.09176 0.56590 0.0 0.0 0.0
H 2.11514 -2.19920 -1.19408 0.0 0.0 0.0
H 5.83433 1.43809 -0.03711 0.2 0.2 0.0
H 4.42077 3.30674 -0.85081 -0.1 -0.1 0.0
H 3.15456 2.78138 -1.98700 0.1 0.0 0.1
H 1.48331 1.54405 -0.21626 0.0 0.3 0.1
H 0.38683 2.47056 1.99233 0.0 0.1 0.0
H 0.14945 3.89995 0.96894 0.0 -0.1 0.1
H -1.88591 2.61793 0.83286 -0.1 0.0 0.0
H -1.05003 2.34974 -0.69973 0.0 0.0 0.0
H -0.00831 0.25806 0.43386 0.0 -0.1 0.1
C -3.30542 0.13610 -0.09751 -0.1 -0.3 -0.2
C -3.90657 -0.79718 0.96487 0.1 0.4 0.1
C -5.36292 -0.42161 1.22133 0.0 -0.3 -0.1
C -6.17385 -0.51078 -0.06811 -0.1 0.3 0.1
C -5.56858 0.38484 -1.14534 0.0 -0.3 -0.1
C -4.11080 0.00941 -1.39455 0.0 0.4 0.2
H -4.06676 -1.01545 -1.76618 0.0 -0.1 -0.1
H -3.67119 0.66084 -2.15090 0.1 0.0 0.0
H -6.13939 0.28934 -2.07146 0.0 0.1 0.0
H -5.62570 1.42751 -0.82408 0.0 0.1 0.0
H -7.20831 -0.21738 0.12277 0.0 -0.1 0.0
H -6.17950 -1.54526 -0.41971 0.0 -0.1 0.0
H -5.79022 -1.08667 1.97552 0.0 0.1 0.1
H -5.41203 0.59856 1.61018 0.0 0.0 0.1
H -3.33533 -0.72375 1.89355 0.1 -0.1 0.0
H -3.85830 -1.83118 0.61833 0.1 -0.1 0.0
H -3.42580 1.16538 0.25512 0.0 0.0 0.0
H -2.13231 -1.87384 -1.29832 0.0 -0.1 0.0
H -0.46099 -1.37842 -1.03701 0.0 -0.1 0.0
H -1.41353 -2.01173 0.32127 0.0 -0.1 0.0
```
Positions in Å, forces in eV/Å.

Its net charge is 0. The calculated total energy comes out at -1037.4705 hartree. The calculation puts the largest force on an atom at 0.73 eV/Å. The SMILES is CN(CCCNC(=O)Cn1cc2c(n1)CCCC2)C1CCCCC1. The calculation puts the lowest unoccupied orbital energy at 0.8 eV.


No. 2
The following is a DFT calculation (wB97M-V/def2-TZVPD) of 11 unconnected molecules or ions with the total composition H22O11.

Structure (XYZ):
```
33
Properties=species:S:1:pos:R:3:forces:R:3
O -1.88188 1.14553 2.24372 -0.3 -0.2 0.1
H -2.37581 0.31392 2.16161 0.2 0.0 0.0
H -0.96568 0.86615 2.31625 0.0 0.1 -0.1
O 2.39174 1.64350 1.42183 0.0 0.0 0.3
H 2.89290 1.40127 0.63872 -0.1 0.0 -0.1
H 1.56025 1.16446 1.30758 0.2 0.0 -0.2
O 0.99502 -0.33138 -2.85428 0.0 0.1 0.0
H 1.56068 -0.96177 -2.37901 -0.3 0.2 0.0
H 1.31291 0.55034 -2.58752 0.3 -0.2 -0.3
O 2.27056 2.08896 -2.06845 0.3 0.1 -0.1
H 2.96228 2.27979 -2.71199 -0.1 0.0 0.0
H 2.11498 2.92181 -1.60843 -0.1 -0.1 0.1
O -0.97317 3.50167 0.12201 0.2 0.1 -0.1
H -0.31480 2.89172 0.47751 -0.1 -0.1 -0.1
H -1.05542 3.24834 -0.80226 0.0 -0.1 0.0
O -1.01053 -2.34469 -0.51990 0.4 -0.2 0.0
H -0.05339 -2.47278 -0.44278 -0.2 0.2 -0.3
H -1.15120 -1.91881 -1.37614 -0.1 0.0 0.2
O -2.63678 -2.05032 1.74174 0.3 0.1 0.0
H -2.25103 -2.37907 2.55888 -0.1 -0.1 0.0
H -1.93868 -2.16493 1.06137 -0.5 0.2 0.1
O 0.20312 -1.01088 2.04411 0.1 -0.2 0.3
H -0.11572 -0.96464 2.95390 0.0 0.0 -0.1
H 0.48289 -1.92684 1.93506 0.1 0.1 0.0
O -3.08400 0.27946 -0.70032 0.2 0.1 0.0
H -2.38738 0.79292 -0.26638 -0.1 0.0 0.0
H -3.80577 0.28304 -0.06344 0.0 -0.1 0.0
O 0.40261 0.55598 -0.30655 -0.5 -0.1 0.4
H -0.06094 -0.11736 0.21830 0.1 0.2 -0.1
H 0.25228 0.29852 -1.22676 0.0 -0.1 0.0
O 1.89105 -2.33982 -0.99802 0.2 -0.3 -0.1
H 1.96950 -3.17996 -1.47133 0.1 0.1 0.1
H 2.79939 -2.06412 -0.81899 -0.1 0.0 0.2
```
Positions in Å, forces in eV/Å.

Its net charge is 0. The calculated total energy comes out at -840.8324 hartree. The calculation puts the largest force on an atom at 0.63 eV/Å. The SMILES is O.O.O.O.O.O.O.O.O.O.O. The calculation puts the lowest unoccupied orbital energy at -0.4 eV.


No. 3
The following is a DFT calculation (wB97M-V/def2-TZVPD) of a molecular structure, C4H6MnN2O3Se3Te in a non-equilibrium geometry.

Structure (XYZ):
```
20
Properties=species:S:1:pos:R:3:forces:R:3
Mn -0.03114 0.97390 -0.63645 -2.9 -1.5 2.6
N -0.12202 0.48565 1.44503 1.0 0.5 -0.4
C 0.89383 -0.53512 1.67503 0.1 0.4 0.6
C 0.59739 -1.54825 0.65347 -0.5 -0.9 -1.5
O 0.70109 -2.76346 0.83247 0.1 0.2 -0.1
N 0.16210 -0.91397 -0.45326 -0.1 -1.5 -1.6
C -0.33169 -1.71971 -1.60319 0.8 1.1 1.1
C -0.71790 -0.77547 -2.70780 0.5 2.4 0.4
O -1.11381 -1.16091 -3.77603 -0.1 0.1 -0.1
O -0.57729 0.57208 -2.37913 -0.6 -2.3 -0.8
H 0.07452 1.35547 1.87867 0.1 0.9 0.8
H -1.02456 0.19314 1.75337 -0.7 -0.3 0.1
H 0.92140 -0.99597 2.65206 -0.3 0.1 0.4
H 1.86146 -0.10329 1.47535 0.4 0.3 0.0
H -1.19253 -2.30230 -1.33172 -0.5 -0.3 0.2
H 0.41139 -2.41224 -1.96681 0.3 -0.2 -0.2
Se -2.13359 1.86103 -0.14849 0.6 0.5 -0.6
Se -2.16642 3.06524 1.74560 0.1 -0.4 -0.3
Te 2.37514 4.26605 1.09002 -0.3 0.2 0.5
Se 1.41263 2.45813 -0.19821 1.8 0.9 -1.2
```
Positions in Å, forces in eV/Å.

Its net charge is -1. The calculated total energy comes out at -9114.6129 hartree. The calculation puts the largest force on an atom at 4.14 eV/Å. The calculation puts the lowest unoccupied orbital energy (spin up / spin down) at 0.1 / -0.1 eV.


No. 4
The following is a DFT calculation (wB97M-V/def2-TZVPD) of a single CH2OS2 molecule in a non-equilibrium geometry.

Structure (XYZ):
```
6
Properties=species:S:1:pos:R:3:forces:R:3
C 0.28121 -0.70027 -0.46916 -1.1 1.3 -0.5
H 0.10082 0.67759 1.48432 0.8 -1.5 -0.3
H -0.95344 1.45215 0.06883 0.4 -0.9 -1.3
O 0.54978 -1.61645 -1.18026 0.1 0.3 0.3
S 0.72715 -0.55381 1.21457 -0.2 0.9 1.0
S -0.70552 0.74079 -1.11829 0.0 0.0 0.9
```
Positions in Å, forces in eV/Å.

Its net charge is 0. The calculated total energy comes out at -910.9022 hartree. The calculation puts the largest force on an atom at 1.75 eV/Å. The SMILES is O=C(S)S. The calculation puts the lowest unoccupied orbital energy at 0.1 eV.


Which value of net charge does entry 3 give? -1


Which value of net charge does entry 2 give? 0


Which of these has the highest calculated total energy? H22O11


Which of these has the lowest net charge? C4H6MnN2O3Se3Te